(1)
DFT (the ωB97M-V functional and the def2-TZVPD basis) results for CH3I2O2P as an isolated structure in a non-equilibrium geometry.

CARTESIAN COORDINATES (ANGSTROEM)
C1 -1.43 -0.01 0.30
O1 0.43 0.37 -2.01
O2 0.99 0.93 0.51
P1 0.29 -0.07 -0.61
I1 2.89 1.28 0.41
I2 1.83 -2.45 0.46
H1 -1.86 0.80 -0.38
H2 -1.75 -0.91 -0.07
H3 -1.41 0.06 1.39

The strongest force on any atom is 3.6 eV/A. The total energy comes out at -30668.4315 eV. The LUMO energy (alpha / beta) is -0.816 / -3.764 eV. The value obtained for the relative energy (zero: lowest compared OMol25 entry of this formula, charge and spin) is 108.28 kJ/mol. As for the spin multiplicity: 3.


(2)
DFT (the ωB97M-V functional and the def2-TZVPD basis) results for C20H27FN2O2 as an isolated structure in a non-equilibrium geometry.

CARTESIAN COORDINATES (ANGSTROEM)
O1 -1.57 1.59 0.37
C1 -1.33 0.72 1.05
N1 -2.13 0.05 1.86
H1 -1.72 -0.63 2.43
C2 -3.53 0.62 1.97
C3 -4.14 -0.61 1.34
C4 -4.87 -1.53 2.15
C5 -5.68 -2.51 1.18
C6 -5.50 -2.62 -0.18
C7 -4.79 -1.77 -0.77
C8 -3.98 -0.93 -0.25
H2 -3.38 -0.06 -0.82
H3 -4.75 -1.71 -1.84
F1 -6.17 -3.75 -0.76
H4 -6.32 -3.19 1.73
H5 -4.98 -1.50 3.13
H6 -3.62 1.46 1.62
H7 -3.68 0.50 3.11
C9 0.14 0.13 0.93
C10 0.37 -1.28 0.48
C11 1.63 -1.15 -0.40
O2 2.35 -2.32 -0.72
N2 2.11 -0.07 -0.48
C12 1.31 0.92 0.23
H8 0.54 1.55 -0.92
H9 1.66 1.74 0.70
C13 3.25 0.49 -1.04
C14 4.49 0.22 -0.34
H10 4.59 -0.65 0.37
C15 4.59 1.37 0.96
C16 4.73 2.79 0.31
H11 5.04 3.53 1.20
H12 3.74 3.19 0.13
C17 5.71 3.19 -0.67
C18 5.10 3.33 -2.07
C19 4.42 1.87 -2.83
H13 4.07 2.41 -3.89
H14 5.20 1.06 -2.61
C20 3.15 1.57 -2.04
H15 2.52 1.26 -2.80
H16 2.69 2.37 -1.25
H17 6.09 3.46 -2.68
H18 4.45 4.13 -2.01
H19 6.32 4.10 -0.42
H20 6.53 2.29 -0.88
H21 5.34 1.15 1.51
H22 3.68 1.34 1.67
H23 5.27 0.40 -0.69
H24 3.40 -0.52 -1.96
H25 -0.36 -1.38 -0.32
H26 0.23 -2.02 1.10
H27 0.58 0.18 2.00

The strongest force on any atom is 17.7 eV/A. The total energy comes out at -30954.7296 eV. The LUMO energy is 0.420 eV. The value obtained for the relative energy (zero: lowest compared OMol25 entry of this formula, charge and spin) is 1751.45 kJ/mol.


(3)
DFT (the ωB97M-V functional and the def2-TZVPD basis) results for a 2-piece molecular cluster, C17H13Cl2O3 overall in a non-equilibrium geometry.

CARTESIAN COORDINATES (ANGSTROEM)
C1 4.97 -1.00 1.49
C2 3.66 -0.71 0.63
Cl1 2.54 -2.16 0.36
C3 3.31 0.55 0.06
Cl2 4.48 1.96 0.31
C4 1.95 0.78 -0.76
C5 1.87 0.82 -2.31
C6 0.46 1.01 -2.96
C7 -0.81 1.16 -2.10
C8 -0.73 1.18 -0.52
C9 0.66 0.99 0.12
C10 -2.10 1.38 0.31
O1 -2.18 2.13 1.32
C11 -3.35 0.56 -0.29
C12 -4.40 -0.17 0.58
C13 -5.58 -0.99 -0.06
C14 -5.64 -1.06 -1.63
C15 -4.58 -0.29 -2.50
C16 -3.43 0.52 -1.86
C17 -2.30 1.31 -2.70
O2 -2.58 2.01 -3.70
H1 5.70 -1.74 0.98
H2 4.71 -1.50 2.50
H3 5.59 -0.07 1.74
H4 2.84 0.69 -2.90
H5 0.32 1.04 -4.10
H6 0.77 0.99 1.25
H7 -4.27 -0.09 1.72
H8 -6.36 -1.54 0.58
H9 -6.49 -1.67 -2.07
H10 -4.62 -0.34 -3.64
O3 4.04 -1.53 4.89
H11 4.31 -0.59 4.99
H12 3.12 -1.60 4.54
H13 4.14 -2.02 5.73

The charge is +1. The strongest force on any atom is 4.8 eV/A. The total energy comes out at -49008.7741 eV. The LUMO energy is -5.536 eV.


(4)
DFT (the ωB97M-V functional and the def2-TZVPD basis) results for one molecule with the formula ClHN2O4S in a non-equilibrium geometry.

CARTESIAN COORDINATES (ANGSTROEM)
O1 -0.15 -1.24 -2.17
N1 0.06 -0.45 -1.29
O2 0.35 0.68 -1.42
N2 -0.20 -0.80 -0.07
S1 -0.08 0.67 1.12
O3 -0.13 0.18 2.44
O4 -0.95 1.54 0.47
Cl1 1.84 1.11 0.87
H1 -0.73 -1.68 0.05

The strongest force on any atom is 4.3 eV/A. The total energy comes out at -34538.5576 eV. The LUMO energy is -0.623 eV. The value obtained for the relative energy (zero: lowest compared OMol25 entry of this formula, charge and spin) is 53.85 kJ/mol.